No. 1
{"formula": "C25H21F6NO2", "method": "ωB97M-V with the def2-TZVPD basis set", "energy_ev": -48151.0763, "smiles": "C[C@@H](F)c1cc(CCC(F)(F)F)c2c(c1)C(=O)NC2=O.Fc1ccccc1.Fc1ccccc1", "homo_lumo_gap_ev": 8.2, "mol_weight_da": 481.44, "max_force_ha_per_bohr": 0.0985, "charge": 0, "homo_ev": -9.4, "relative_energy_kcal_mol": 149.7, "symbols": ["C", "C", "F", "C", "C", "C", "C", "C", "C", "F", "F", "F", "C", "C", "C", "C", "O", "N", "C", "O", "H", "H", "H", "H", "H", "H", "H", "H", "H", "H", "H", "F", "C", "C", "C", "C", "C", "C", "H", "H", "H", "H", "H", "F", "C", "C", "C", "C", "C", "C", "H", "H", "H", "H", "H"], "coordinates": [[-3.8358, -0.6660, 0.0499], [-2.7687, -1.1045, -1.0624], [-3.2056, -0.6310, -2.3740], [-1.2742, -0.5857, -0.7418], [-0.3763, 0.0046, -1.8848], [1.0804, 0.5643, -1.6390], [1.9753, 1.2041, -2.7911], [3.1870, 0.2769, -3.2865], [4.1918, 1.2558, -4.1006], [3.5101, 1.8985, -5.1723], [4.7317, 2.2860, -3.2813], [5.2949, 0.5658, -4.6648], [1.6067, 0.4934, -0.1849], [0.7694, -0.0883, 0.9834], [-0.6772, -0.6117, 0.7047], [1.6291, 0.0191, 2.3129], [1.2996, -0.3638, 3.4618], [2.9155, 0.6955, 1.9555], [2.9747, 0.9426, 0.4820], [3.9720, 1.4153, -0.1326], [-3.4841, 0.2118, 0.7077], [-4.1122, -1.5714, 0.7236], [-4.8273, -0.3107, -0.4233], [-2.7804, -2.2595, -1.1168], [-0.8311, 0.0113, -2.9270], [1.3479, 1.4876, -3.7125], [2.4125, 2.1828, -2.3570], [3.7951, -0.2022, -2.4434], [2.8847, -0.5438, -4.0259], [-1.3058, -1.0094, 1.5646], [2.8513, 1.6340, 2.4080], [-0.8476, 2.1395, 0.3629], [-0.6050, 3.3599, 0.8665], [0.6985, 3.7309, 1.1588], [0.9492, 4.9980, 1.6760], [-0.1076, 5.8756, 1.9051], [-1.4129, 5.4907, 1.6125], [-1.6632, 4.2281, 1.0850], [1.5067, 3.0322, 0.9813], [1.9663, 5.3010, 1.9007], [0.0883, 6.8622, 2.3126], [-2.2354, 6.1741, 1.7953], [-2.6722, 3.9152, 0.8431], [-3.6228, -3.5076, 1.7623], [-2.5909, -4.3469, 1.5683], [-2.5183, -5.0751, 0.3910], [-1.4475, -5.9397, 0.1878], [-0.4678, -6.0738, 1.1688], [-0.5541, -5.3410, 2.3492], [-1.6186, -4.4681, 2.5484], [-3.2946, -4.9636, -0.3574], [-1.3766, -6.5087, -0.7330], [0.3649, -6.7518, 1.0114], [0.2076, -5.4496, 3.1139], [-1.6971, -3.8831, 3.4574]], "atomic_forces_ev_per_a": [[-0.6, 0.1, 0.3], [0.1, -0.1, 0.5], [1.0, -0.6, 2.0], [3.5, 1.5, 0.5], [1.2, -0.2, 3.1], [-1.9, -1.5, 2.3], [-0.3, 0.1, 0.4], [1.0, 0.9, -0.6], [0.4, 0.3, -0.1], [1.5, -1.3, 2.2], [-1.2, -2.3, -1.9], [-2.4, 1.5, 1.2], [-2.4, -1.4, 0.8], [-1.1, 0.0, -3.7], [1.8, 0.9, -2.1], [-1.6, -0.8, 1.1], [1.5, 1.7, -4.4], [-2.0, 0.6, -1.0], [1.2, 0.5, -2.3], [-3.9, -1.7, 2.8], [-0.3, -1.4, -1.1], [0.7, 1.7, -1.2], [1.7, -0.7, 0.4], [0.2, 1.9, -0.1], [0.8, 0.1, 1.5], [0.8, -0.5, 1.6], [-0.6, -1.6, -0.7], [-0.9, 0.9, -1.1], [0.2, 1.3, 1.1], [1.0, 0.6, -1.3], [0.8, -1.0, 0.0], [-0.2, 0.4, 0.0], [0.1, 0.6, 0.2], [0.1, -0.1, 0.0], [-0.3, 0.0, 0.0], [0.1, 0.0, 0.0], [0.3, -0.1, 0.0], [-0.1, -0.1, 0.0], [-0.1, 0.1, -0.1], [-0.1, -0.1, 0.0], [0.0, -0.1, 0.0], [0.1, -0.1, 0.0], [0.1, 0.0, 0.0], [-0.2, 0.1, 0.1], [0.7, -0.6, -0.1], [-0.2, 0.1, -0.1], [0.1, 0.1, 0.3], [0.0, 0.0, 0.0], [-0.2, 0.0, -0.3], [-0.1, 0.1, 0.1], [0.0, 0.0, 0.1], [0.0, 0.1, 0.1], [-0.1, 0.1, 0.0], [-0.1, 0.1, -0.1], [0.0, 0.0, -0.1]], "lowdin_charge": [-0.05, -0.26, -0.09, -0.08, 0.07, -0.07, -0.15, -0.06, -0.41, 0.05, 0.06, 0.06, -0.02, -0.02, 0.06, -0.32, 0.06, 0.12, -0.33, 0.05, 0.09, 0.07, 0.09, 0.14, 0.11, 0.13, 0.13, 0.13, 0.14, 0.11, 0.14, 0.05, -0.27, -0.01, -0.07, -0.09, -0.08, -0.01, 0.09, 0.11, 0.10, 0.11, 0.12, 0.04, -0.29, -0.03, -0.08, -0.09, -0.08, -0.02, 0.12, 0.11, 0.10, 0.11, 0.12]}

***

No. 2
{"formula": "CH2ClNO", "method": "ωB97M-V with the def2-TZVPD basis set", "energy_ev": -17125.3054, "homo_lumo_gap_ev": [8.2, 8.2], "mol_weight_da": 79.49, "max_force_ha_per_bohr": 0.1246, "charge": 0, "homo_ev": [-8.4, -8.4], "relative_energy_kcal_mol": 98.7, "symbols": ["C", "N", "O", "Cl", "H", "H"], "coordinates": [[-0.6509, -0.2823, 0.0115], [0.7534, 1.2896, 0.2580], [1.7677, 0.7809, -0.0313], [0.3405, -1.6512, 0.1278], [-0.8567, -0.0729, -1.0100], [-1.3541, -0.0641, 0.6439]], "atomic_forces_ev_per_a": [[5.3, 1.2, -3.4], [0.6, -3.0, -1.0], [-1.7, 1.3, 0.8], [0.0, -0.3, 0.4], [-0.4, 0.2, -0.7], [-3.7, 0.6, 3.9]], "lowdin_charge": [-0.53, 0.05, -0.08, 0.60, 0.01, -0.04]}